Computed, not measured: a molecular structure, C35H39FN4O9S3Ti in a non-equilibrium geometry, with ωB97M-V/def2-TZVPD.

Geometry (Å):
Ti  -1.00126  -0.49897  -1.50021
N  -2.44201  -1.93338  0.60678
C  -2.15748  -3.06921  1.47989
C  -1.12956  -4.00310  0.86465
C  0.28182  -3.40142  0.80812
C  0.77262  -3.09247  -0.59915
N  0.02027  -2.06706  -1.29524
H  -2.89120  -1.18840  1.12634
H  -3.06911  -2.20989  -0.14354
H  -3.06735  -3.63097  1.73703
H  -1.75296  -2.66828  2.41471
H  -1.45861  -4.26810  -0.14521
H  -1.12628  -4.93183  1.44342
H  0.99962  -4.09187  1.26459
H  0.30792  -2.48102  1.40087
H  0.74659  -4.00574  -1.20643
H  1.82400  -2.78858  -0.54199
H  -0.61676  -2.55353  -1.95532
H  1.45820  -1.18351  -2.57040
O  5.57532  2.25763  -5.25894
C  5.73202  1.15875  -4.69290
O  6.77443  0.47029  -4.59059
C  4.48048  0.53720  -4.05372
C  4.59291  -0.71558  -3.35927
C  3.49674  -1.27365  -2.80181
N  2.28139  -0.64438  -2.81780
C  2.11512  0.56464  -3.48501
C  3.24468  1.12347  -4.11743
C  0.82735  1.22388  -3.42864
O  0.45539  2.18995  -4.06385
O  0.00385  0.65809  -2.48819
H  5.56016  -1.19437  -3.32007
H  3.50161  -2.23588  -2.30410
H  3.13342  2.06745  -4.63446
C  -6.81369  2.09323  2.21451
C  -5.67722  3.10529  2.12516
C  -5.37125  3.66477  3.50708
C  -4.22387  4.65239  3.45240
C  -3.01520  3.98918  2.85401
C  -1.72669  4.37129  3.25197
C  -0.64287  3.72162  2.69894
F  0.59786  4.08840  3.10866
C  -0.75940  2.72465  1.76458
C  -2.04567  2.33182  1.34558
C  -2.22197  1.33743  0.35596
O  -1.13843  0.74576  -0.14218
C  -3.53069  1.04470  -0.11663
C  -4.58703  1.65115  0.49083
N  -4.46333  2.51449  1.54797
C  -3.17894  2.96904  1.93098
C  -3.88042  0.10600  -1.24355
O  -5.04029  -0.11169  -1.53567
O  -2.87488  -0.48224  -1.84709
H  -7.62066  2.52227  2.81097
H  -6.46836  1.18098  2.70302
H  -7.22984  1.82177  1.24772
H  -5.99591  3.94142  1.48316
H  -5.10914  2.83194  4.16782
H  -6.27973  4.12659  3.90054
H  -3.98463  5.02482  4.45099
H  -4.51669  5.52310  2.85382
H  -1.57574  5.14905  3.98811
H  0.10914  2.21725  1.37644
H  -5.57806  1.44354  0.12346
C  7.89590  -0.42656  3.15205
C  6.49446  -0.41050  2.60433
C  6.20520  -0.98446  1.37050
C  4.91434  -0.96262  0.86109
C  3.91029  -0.34283  1.58606
C  4.17060  0.22709  2.82477
C  5.46170  0.18956  3.32268
S  2.24101  -0.31873  0.94221
C  2.44478  1.16281  -0.04270
O  1.33499  0.01744  2.08189
H  8.53805  -1.08686  2.57038
H  7.91365  -0.76499  4.18957
H  8.33823  0.57177  3.12679
H  6.99505  -1.45689  0.79913
H  4.69882  -1.40633  -0.10350
H  3.35406  0.67122  3.38009
H  5.67349  0.63403  4.28946
H  2.70064  1.98507  0.62672
H  1.49986  1.34715  -0.55569
H  3.21847  0.99328  -0.79153
C  -3.08903  -4.73657  -5.50958
O  -2.36701  -3.51939  -5.41268
C  -1.95270  -3.07651  -4.20283
S  -2.34033  -3.96706  -2.80898
S  -1.07000  -1.64896  -4.29560
H  -3.18217  -4.92065  -6.57947
H  -4.07388  -4.63840  -5.04983
H  -2.55818  -5.55129  -5.01695

Forces on the atoms, in the same order (eV/Å):
0.75 -0.10 -0.85
-0.09 0.03 -0.09
-0.01 0.12 0.14
0.00 -0.07 -0.09
-0.05 0.02 0.13
0.20 0.22 -0.07
-0.44 -0.07 -0.04
-0.05 -0.01 -0.04
0.06 -0.04 -0.01
0.03 -0.01 -0.02
-0.02 -0.04 0.01
-0.01 -0.01 0.03
0.03 0.00 0.02
0.01 0.02 0.01
0.04 0.01 -0.03
-0.03 0.00 0.05
-0.02 0.00 0.03
0.18 -0.12 0.05
-0.08 0.07 0.18
-0.07 0.11 0.04
0.03 -0.06 -0.21
0.02 -0.04 0.12
0.08 -0.10 0.11
-0.03 0.05 0.00
0.02 -0.03 0.06
0.01 -0.12 -0.15
0.12 0.27 -0.29
-0.20 0.13 0.10
-0.05 -0.43 0.42
0.22 0.06 -0.08
-0.15 -0.14 -0.06
0.00 -0.01 -0.01
0.02 -0.02 -0.03
0.01 -0.01 -0.01
-0.03 0.00 0.04
0.07 0.06 -0.10
-0.06 -0.07 0.02
0.03 0.09 0.00
0.02 -0.04 -0.02
0.02 -0.04 -0.04
0.01 0.04 0.03
0.00 0.01 0.00
-0.09 -0.05 -0.02
-0.11 0.17 0.21
0.26 -0.25 -0.12
-0.19 -0.14 0.20
-0.39 0.23 0.13
0.10 0.00 -0.09
-0.02 -0.02 0.06
0.01 -0.04 -0.08
0.18 -0.18 0.00
-0.02 0.10 0.03
-0.17 0.27 0.16
-0.01 0.00 0.00
0.01 -0.01 0.02
0.01 0.01 -0.03
0.00 -0.01 0.03
-0.01 0.00 0.02
0.01 0.01 -0.01
0.00 -0.01 0.00
0.00 0.00 0.01
-0.01 0.02 0.01
0.03 -0.03 0.00
0.00 -0.03 0.02
0.04 0.01 0.02
0.00 -0.03 -0.03
-0.03 0.01 0.05
0.04 0.08 0.02
0.04 0.01 0.15
0.00 -0.12 -0.12
0.03 0.02 0.03
-0.21 -0.06 -0.03
-0.11 0.15 -0.06
0.20 0.07 -0.05
0.00 -0.01 -0.01
-0.02 0.00 0.01
-0.01 0.01 -0.01
0.01 0.01 -0.01
-0.01 0.00 -0.04
-0.02 0.01 -0.01
0.01 -0.01 0.00
0.02 0.01 -0.03
-0.02 0.01 0.06
0.06 -0.01 0.03
-0.02 0.05 0.02
0.10 0.02 -0.05
-0.18 -0.25 0.16
0.05 0.14 -0.22
-0.18 0.18 0.26
-0.03 -0.02 0.02
0.01 -0.03 0.00
0.00 0.00 -0.03

2S+1: 3
E (eV): -119659.990
Total charge: -2
Relative energy (zero: lowest compared OMol25 entry of this formula, charge and spin) (kcal/mol): 71.4